(1)
The following is a DFT calculation (wB97M-V/def2-TZVPD) of a cluster of 6 separate species, C18H28Cl2O15 in total.

Values from the calculation:
Max |F|, eV Å⁻¹: 7.46
Orbital gap, eV: 10.43

Each line ends with the natural charge from an NBO analysis.
Cartesian coordinates (Å):
C  -3.511  0.160  3.171  -0.633
C  -4.407  -1.086  3.438  -0.085
O  -4.412  -2.029  2.403  -0.506
C  -3.886  -3.253  2.630  0.997
O  -3.106  -3.569  3.502  -0.636
O  -4.393  -4.171  1.715  -0.530
C  -4.031  -5.597  1.880  -0.247
H  -3.697  0.291  2.106  0.214
H  -2.471  -0.129  3.326  0.213
H  -3.662  1.049  3.784  0.228
H  -5.407  -0.973  3.855  0.190
H  -3.853  -1.523  4.269  0.198
H  -4.620  -5.974  2.716  0.194
H  -2.948  -5.586  2.001  0.204
H  -4.372  -6.086  0.968  0.200
O  1.264  2.620  1.646  -0.585
C  1.321  2.626  0.437  0.968
O  1.139  3.804  -0.274  -0.497
C  1.449  3.598  -1.593  -0.094
C  1.052  2.104  -1.633  -0.099
O  1.415  1.642  -0.366  -0.469
H  0.845  4.128  -2.330  0.207
H  2.491  3.709  -1.893  0.179
H  1.577  1.528  -2.396  0.205
H  -0.027  1.992  -1.741  0.185
O  -3.295  4.834  -4.401  -0.580
C  -4.311  4.133  -4.320  0.963
O  -4.875  3.848  -3.103  -0.487
C  -5.967  3.016  -3.269  -0.094
C  -6.248  3.210  -4.771  -0.101
O  -4.947  3.480  -5.285  -0.475
H  -5.734  1.976  -3.042  0.184
H  -6.842  3.364  -2.719  0.199
H  -6.850  4.101  -4.949  0.182
H  -6.771  2.397  -5.275  0.210
O  5.909  -1.823  8.119  -0.595
C  5.077  -1.059  7.583  0.964
O  4.230  -0.314  8.288  -0.482
C  3.365  0.423  7.459  -0.095
C  4.036  0.271  6.167  -0.112
O  4.887  -0.834  6.292  -0.467
H  2.396  -0.072  7.511  0.189
H  3.442  1.455  7.804  0.207
H  4.573  1.185  5.912  0.188
H  3.188  0.203  5.486  0.203
O  3.607  -4.630  -3.025  -0.610
C  2.981  -4.097  -2.090  0.962
O  3.514  -3.722  -1.018  -0.444
C  2.543  -3.164  -0.150  -0.108
C  1.169  -3.409  -0.846  -0.109
O  1.645  -3.886  -2.172  -0.479
H  2.612  -3.676  0.810  0.196
H  2.667  -2.109  0.097  0.201
H  0.570  -2.511  -0.995  0.193
H  0.497  -3.943  -0.174  0.199
Cl  3.689  -0.156  -6.026  -0.031
C  4.226  1.345  -6.781  -0.403
C  5.614  1.762  -6.301  -0.387
Cl  5.620  1.994  -4.544  -0.060
H  3.475  2.132  -6.706  0.219
H  4.353  1.232  -7.858  0.218
H  5.847  2.742  -6.719  0.222
H  6.360  1.030  -6.609  0.224

(2)
The following is a DFT calculation (wB97M-V/def2-TZVPD) of a structure of composition C18H28ClCuN3NbO3.

Values from the calculation:
Total charge: +2
Max |F|, eV Å⁻¹: 11.63
Energy relative to the best compared isomer or geometry (same formula, charge and spin), kcal/mol: 71.3
Orbital gap (spin up / spin down), eV: 2.91 / 2.90

Each line ends with the Löwdin charge.
Cartesian coordinates (Å):
N  -2.032  -0.554  0.016  -0.333
C  -3.897  -2.188  0.510  -0.142
O  -5.042  -2.385  0.443  0.179
Cu  -2.276  -2.215  0.761  0.456
Nb  -0.399  0.222  0.078  1.642
N  -0.089  2.094  -0.866  -0.045
N  0.783  -0.877  -1.236  -0.113
C  -0.447  2.469  -2.237  -0.615
C  0.489  -2.119  -1.949  -0.638
C  -0.514  3.994  -2.432  -0.018
C  0.577  1.878  -3.222  0.002
C  -1.829  1.879  -2.545  -0.039
C  0.286  -3.242  -0.927  0.003
C  1.607  -2.514  -2.929  -0.019
C  -0.796  -1.970  -2.752  -0.044
H  -1.149  4.457  -1.667  0.109
H  -0.949  4.229  -3.415  0.115
H  0.478  4.463  -2.401  0.097
H  1.545  2.394  -3.144  0.101
H  0.219  1.982  -4.258  0.122
H  0.739  0.809  -3.005  0.058
H  -1.812  0.777  -2.566  0.056
H  -2.179  2.237  -3.524  0.112
H  -2.553  2.189  -1.777  0.100
H  1.199  -3.419  -0.346  0.105
H  -0.019  -4.155  -1.453  0.122
H  -0.521  -2.984  -0.212  0.037
H  2.528  -2.824  -2.422  0.094
H  1.838  -1.696  -3.625  0.102
H  1.260  -3.369  -3.522  0.110
H  -0.966  -2.915  -3.283  0.109
H  -0.706  -1.168  -3.494  0.088
H  -1.660  -1.773  -2.110  0.052
C  0.893  2.952  -0.224  -0.059
H  1.198  2.532  0.746  0.084
H  1.815  3.090  -0.821  0.131
H  0.504  3.966  -0.020  0.134
C  2.173  -0.732  -0.798  -0.091
H  2.258  -0.086  0.095  0.082
H  2.610  -1.710  -0.535  0.113
H  2.800  -0.270  -1.580  0.121
Cl  0.237  -0.553  8.470  0.761
C  0.194  -0.414  6.763  -0.641
C  0.351  -1.560  5.971  -0.065
C  0.321  -1.448  4.584  0.005
C  0.121  -0.186  4.021  -0.165
C  -0.034  0.962  4.795  0.008
C  0.012  0.852  6.180  -0.058
C  0.066  -0.031  2.569  -0.542
O  0.482  -0.934  1.748  -0.132
O  -0.434  1.039  2.050  -0.140
H  0.512  -2.517  6.452  0.117
H  0.455  -2.307  3.928  0.124
H  -0.171  1.925  4.303  0.130
H  -0.079  1.726  6.814  0.119

(3)
The following is a DFT calculation (wB97M-V/def2-TZVPD) of a structure of composition C18H28ClNOV.

Values from the calculation:
Total charge: +2
Max |F|, eV Å⁻¹: 1.95
Multiplicity: 2
Energy relative to the best compared isomer or geometry (same formula, charge and spin), kcal/mol: 14.5
Orbital gap (spin up / spin down), eV: 6.28 / 6.26

Each line ends with the Mulliken spin population.
Cartesian coordinates (Å):
C  2.238  0.511  -5.799  0.001
C  1.982  -0.908  -6.099  0.000
C  1.272  1.530  -6.241  -0.001
C  3.580  0.926  -5.352  0.000
Cl  1.148  0.263  -2.761  -0.020
H  1.550  1.728  -7.305  0.000
H  1.353  2.501  -5.730  0.000
H  0.228  1.187  -6.270  0.000
H  2.351  -1.039  -7.146  0.000
H  0.918  -1.188  -6.124  0.000
H  2.558  -1.619  -5.489  0.000
H  4.161  1.044  -6.298  0.000
H  4.123  0.170  -4.768  0.000
H  3.623  1.909  -4.860  0.000
C  -1.919  -0.828  -0.148  -0.038
C  -2.067  0.425  -0.860  -0.059
C  -1.525  0.208  -2.163  -0.065
H  -2.608  1.333  -0.618  -0.005
C  -1.065  -1.159  -2.216  -0.085
C  -1.254  -1.771  -0.975  0.005
H  -1.130  -2.848  -0.833  -0.003
H  -2.429  -1.074  0.739  0.002
H  -1.630  0.876  -3.007  0.003
H  -0.620  -1.639  -3.095  -0.003
C  2.005  1.008  0.658  0.003
C  0.819  1.509  1.253  -0.024
C  0.072  2.254  0.287  -0.054
H  0.637  1.502  2.305  0.004
C  0.858  2.288  -0.897  -0.072
C  2.072  1.549  -0.637  -0.071
H  2.905  1.438  -1.324  -0.003
H  2.869  0.536  1.129  -0.001
H  -0.827  2.865  0.407  -0.005
H  0.688  2.929  -1.747  0.002
V  0.202  0.179  -0.676  1.453
C  -1.687  -1.447  5.404  0.000
N  -1.340  -0.783  4.141  -0.001
C  -1.949  0.514  3.870  0.000
C  -0.574  -1.325  3.157  0.012
C  0.011  -2.682  3.407  -0.001
O  -0.409  -0.691  2.089  0.026
H  -2.351  -0.768  5.957  0.000
H  -0.773  -1.634  5.995  0.000
H  -2.232  -2.378  5.236  0.000
H  -1.206  1.281  3.626  0.000
H  -2.684  0.518  3.064  0.000
H  -2.468  0.876  4.757  0.000
H  -0.489  -3.367  2.703  0.000
H  1.091  -2.624  3.208  0.000
H  -0.140  -3.062  4.428  0.000

(4)
The following is a DFT calculation (wB97M-V/def2-TZVPD) of a cluster of 3 separate species, C18H28FN3O6S in total.

Values from the calculation:
Max |F|, eV Å⁻¹: 0.83
Orbital gap, eV: 9.32

Each line ends with the natural charge from an NBO analysis.
Cartesian coordinates (Å):
C  3.849  -0.936  -1.160  -0.638
C  4.874  0.201  -1.336  -0.550
S  4.917  0.958  -2.978  0.232
C  3.755  2.319  -2.763  -0.543
C  2.273  1.892  -2.651  -0.355
C  1.664  1.900  -3.989  0.293
N  1.189  1.889  -5.033  -0.306
C  1.442  2.826  -1.735  0.023
N  1.397  4.164  -2.360  -0.795
C  2.115  2.895  -0.414  0.291
N  2.652  2.791  0.596  -0.333
C  -0.015  2.374  -1.575  -0.433
C  -0.276  0.957  -1.024  0.207
C  -0.762  -0.032  -2.061  -0.643
F  0.890  0.437  -0.438  -0.382
H  3.022  -0.629  -0.521  0.225
H  4.315  -1.801  -0.688  0.216
H  3.470  -1.257  -2.129  0.217
H  5.878  -0.181  -1.151  0.230
H  4.717  0.990  -0.600  0.225
H  3.893  2.925  -3.658  0.246
H  4.057  2.924  -1.908  0.226
H  2.188  0.865  -2.299  0.285
H  2.328  4.572  -2.364  0.367
H  0.832  4.774  -1.777  0.367
H  -0.448  2.440  -2.576  0.249
H  -0.543  3.112  -0.969  0.219
H  -1.010  1.015  -0.218  0.183
H  -1.085  -0.946  -1.562  0.237
H  0.045  -0.299  -2.747  0.220
H  -1.608  0.372  -2.614  0.224
C  0.675  1.629  2.936  -0.631
C  -0.814  1.652  3.155  0.067
C  -1.278  1.505  4.590  -0.094
O  -2.536  0.830  4.445  -0.490
C  -2.512  0.149  3.276  0.975
O  -3.322  -0.650  2.932  -0.589
O  -1.437  0.505  2.543  -0.499
H  0.912  1.770  1.887  0.243
H  1.158  2.424  3.505  0.224
H  1.093  0.669  3.239  0.222
H  -1.260  2.539  2.694  0.178
H  -1.426  2.449  5.106  0.206
H  -0.607  0.868  5.171  0.186
C  -4.444  -3.394  1.801  -0.628
C  -4.241  -4.440  0.737  0.065
C  -3.505  -5.687  1.185  -0.094
O  -2.817  -6.090  -0.004  -0.495
C  -2.633  -4.988  -0.774  0.970
O  -1.931  -4.942  -1.730  -0.575
O  -3.359  -3.954  -0.294  -0.496
H  -5.024  -2.557  1.417  0.232
H  -4.973  -3.814  2.657  0.217
H  -3.488  -2.997  2.136  0.239
H  -5.187  -4.705  0.256  0.180
H  -4.160  -6.487  1.521  0.203
H  -2.766  -5.467  1.960  0.182